A.
Formula: C45H47N6O8S2Yb
Source: the OMol25 dataset
Level of theory: the ωB97M-V functional and the def2-TZVPD basis

```
109
C45H47N6O8S2Yb (the ωB97M-V functional and the def2-TZVPD basis)
Yb -0.134 -0.306 0.962
O 0.661 -1.221 -0.876
C 1.781 -1.350 -1.472
C 1.955 -0.909 -2.814
C 3.140 -1.064 -3.480
C 4.238 -1.676 -2.868
C 4.114 -2.118 -1.575
C 2.919 -1.968 -0.859
C 2.874 -2.405 0.495
N 1.912 -2.195 1.316
C 2.122 -2.690 2.658
C 0.909 -2.381 3.535
N 0.614 -0.977 3.417
C 0.723 -0.265 4.483
C 0.611 1.148 4.570
C 0.639 1.756 5.838
C 0.637 3.117 5.977
C 0.634 3.923 4.827
C 0.602 3.370 3.578
C 0.543 1.957 3.382
O 0.460 1.453 2.218
H 1.115 -0.418 -3.287
H 3.236 -0.696 -4.492
H 5.170 -1.787 -3.406
H 4.957 -2.587 -1.080
H 3.775 -2.947 0.832
H 2.999 -2.190 3.100
H 2.307 -3.773 2.660
H 1.138 -2.668 4.577
H 0.051 -2.958 3.178
H 0.956 -0.763 5.440
H 0.655 1.117 6.714
H 0.649 3.565 6.960
H 0.633 4.998 4.946
H 0.596 3.986 2.689
N -2.273 -0.467 3.155
N -2.972 0.759 3.019
C -2.563 1.678 2.024
O -2.971 2.821 2.148
O -1.946 1.169 1.034
H -2.950 -1.200 3.363
H -1.610 -0.425 3.932
H -3.275 1.210 3.879
O 1.607 4.161 -4.961
C 0.291 3.857 -4.555
C 0.298 2.919 -3.377
C -0.756 2.042 -3.154
C -0.763 1.288 -1.991
N 0.199 1.333 -1.084
C 1.269 2.090 -1.342
C 1.341 2.915 -2.465
C 2.398 1.960 -0.406
C 3.516 2.790 -0.483
C 4.565 2.614 0.404
C 5.814 3.451 0.293
O 6.029 3.963 -0.998
C 4.436 1.622 1.369
C 3.301 0.830 1.356
N 2.317 0.969 0.485
H 1.573 4.766 -5.709
H -0.282 3.404 -5.378
H -0.237 4.776 -4.243
H -1.560 1.949 -3.866
H -1.559 0.587 -1.786
H 2.191 3.545 -2.663
H 3.598 3.569 -1.223
H 6.679 2.857 0.629
H 5.735 4.330 0.942
H 6.077 3.229 -1.622
H 5.207 1.461 2.105
H 3.181 0.034 2.077
O -2.333 -0.914 -0.504
S -3.544 -0.246 0.047
C -4.899 -1.410 -0.569
C -5.264 -2.423 0.508
C -4.040 -3.079 1.151
C -3.170 -3.863 0.183
S -1.444 -3.935 0.878
O -1.121 -2.543 1.270
C -0.642 -4.286 -0.714
C -0.696 -3.374 -1.754
C -0.021 -3.664 -2.929
C 0.676 -4.853 -3.059
C 0.703 -5.768 -2.020
C 0.044 -5.482 -0.837
C -3.933 1.042 -1.188
C -4.058 2.360 -0.778
C -4.200 3.362 -1.725
C -4.246 3.049 -3.072
C -4.145 1.726 -3.478
C -3.976 0.725 -2.538
H -4.519 -1.898 -1.460
H -5.768 -0.812 -0.827
H -5.927 -3.187 0.091
H -5.818 -1.911 1.297
H -4.361 -3.727 1.970
H -3.416 -2.280 1.563
H -3.090 -3.346 -0.768
H -3.504 -4.888 0.030
H -1.222 -2.439 -1.630
H -0.033 -2.958 -3.745
H 1.209 -5.060 -3.974
H 1.234 -6.701 -2.130
H 0.057 -6.173 -0.006
H -3.991 2.618 0.266
H -4.262 4.390 -1.398
H -4.354 3.834 -3.806
H -4.182 1.476 -4.530
H -3.839 -0.297 -2.863
```

Results
**Gap between HOMO and LUMO (spin up / spin down)**: 7.4 / 7.4 eV
**HOMO energy (spin up / spin down)**: -0.259 / -0.259 hartree
**2S+1**: 2
**LUMO (spin up / spin down)**: 0.34 / 0.34 eV
**Expectation value of S²**: 0.751

Atom charges from the Löwdin analysis, given in e for atoms 1 to 8: atom 1 (Yb): 1.767, atom 2 (O): -0.237, atom 3 (C): -0.377, atom 4 (C): -0.028, atom 5 (C): -0.089, atom 6 (C): -0.113, atom 7 (C): -0.057, atom 8 (C): -0.155

B.
Formula: C45H47N6O8S2Yb
Source: the OMol25 dataset
Level of theory: the ωB97M-V functional and the def2-TZVPD basis

```
109
C45H47N6O8S2Yb (the ωB97M-V functional and the def2-TZVPD basis)
Yb 0.818 0.013 0.713
O 0.579 0.767 -1.414
C 0.597 1.746 -2.237
C -0.402 1.874 -3.244
C -0.387 2.896 -4.161
C 0.629 3.860 -4.145
C 1.607 3.769 -3.182
C 1.609 2.752 -2.218
C 2.687 2.695 -1.266
N 2.783 1.875 -0.294
C 4.012 1.957 0.485
C 4.054 0.807 1.480
N 2.827 0.856 2.252
C 2.956 1.224 3.469
C 1.913 1.403 4.441
C 2.264 1.812 5.736
C 1.333 1.919 6.741
C 0.002 1.582 6.461
C -0.376 1.198 5.198
C 0.553 1.129 4.125
O 0.168 0.845 2.934
H -1.189 1.129 -3.264
H -1.164 2.958 -4.914
H 0.640 4.659 -4.875
H 2.405 4.506 -3.156
H 3.486 3.432 -1.440
H 4.043 2.901 1.045
H 4.896 1.929 -0.162
H 4.946 0.893 2.113
H 4.096 -0.133 0.937
H 3.966 1.404 3.862
H 3.305 2.038 5.946
H 1.624 2.245 7.730
H -0.733 1.630 7.255
H -1.409 0.944 4.987
N -1.355 -1.164 2.209
N -0.793 -2.388 2.687
C 0.617 -2.522 2.659
O 1.064 -3.508 3.252
O 1.271 -1.689 1.959
H -1.041 -0.383 2.795
H -2.360 -1.244 2.295
H -1.158 -2.714 3.570
O -6.013 1.967 -2.422
C -5.846 0.751 -1.709
C -4.401 0.617 -1.320
C -3.629 -0.461 -1.720
C -2.329 -0.555 -1.246
N -1.769 0.343 -0.449
C -2.458 1.457 -0.183
C -3.789 1.602 -0.561
C -1.704 2.559 0.465
C -2.243 3.836 0.593
C -1.492 4.840 1.183
C -2.052 6.236 1.307
O -2.963 6.569 0.276
C -0.219 4.525 1.636
C 0.257 3.244 1.431
N -0.457 2.285 0.849
H -6.930 2.043 -2.699
H -6.147 -0.112 -2.311
H -6.455 0.754 -0.796
H -4.027 -1.226 -2.375
H -1.706 -1.395 -1.523
H -4.356 2.479 -0.282
H -3.228 4.081 0.223
H -1.229 6.958 1.352
H -2.618 6.318 2.237
H -2.512 6.492 -0.572
H 0.394 5.264 2.135
H 1.258 2.968 1.740
O 0.063 -2.397 -0.359
S -0.127 -3.842 -0.705
C 0.855 -4.911 0.417
C 2.269 -5.192 -0.086
C 3.159 -3.942 -0.176
C 3.150 -3.351 -1.582
S 3.484 -1.544 -1.522
O 2.583 -1.042 -0.449
C 2.797 -1.214 -3.156
C 1.449 -1.424 -3.399
C 0.963 -1.229 -4.681
C 1.819 -0.824 -5.699
C 3.162 -0.602 -5.441
C 3.657 -0.800 -4.159
C -1.765 -4.380 -0.140
C -2.654 -3.419 0.297
C -3.942 -3.780 0.659
C -4.340 -5.107 0.578
C -3.449 -6.065 0.116
C -2.164 -5.704 -0.259
H 0.289 -5.840 0.488
H 0.882 -4.437 1.400
H 2.242 -5.700 -1.056
H 2.711 -5.890 0.627
H 4.182 -4.186 0.115
H 2.785 -3.197 0.534
H 2.174 -3.458 -2.052
H 3.907 -3.787 -2.236
H 0.802 -1.717 -2.585
H -0.086 -1.392 -4.889
H 1.434 -0.684 -6.701
H 3.822 -0.274 -6.232
H 4.706 -0.636 -3.936
H -2.310 -2.401 0.378
H -4.636 -3.021 1.000
H -5.343 -5.393 0.867
H -3.760 -7.099 0.038
H -1.489 -6.460 -0.642
```

Results
**Gap between HOMO and LUMO**: 7.2 eV
**HOMO energy**: -0.258 hartree
**2S+1**: 2
**LUMO**: 0.13 eV
**Expectation value of S²**: 0.751

Atom charges from the Löwdin analysis, given in e for atoms 1 to 8: atom 1 (Yb): 1.767, atom 2 (O): -0.234, atom 3 (C): -0.369, atom 4 (C): -0.024, atom 5 (C): -0.097, atom 6 (C): -0.120, atom 7 (C): -0.066, atom 8 (C): -0.149

Least stable structure: B